Record 1
Here is C29H50CaCl2O5 as an isolated structure at a distorted geometry from OMol25. Energies are from ωB97M-V/def2-TZVPD.

Geometry as XYZ:
```
87
Properties=species:S:1:pos:R:3:lowdin_charge:R:1
C 3.843 5.089 -0.153 0.0623
C 3.278 3.838 0.159 -0.1084
C 2.649 2.368 0.576 -0.1134
C 1.403 1.841 -0.287 -0.4066
C 1.580 2.479 -1.830 -0.1077
C 2.748 2.177 -2.724 0.0417
C 1.704 0.215 -0.572 -0.0578
C 0.745 -0.382 -1.805 -0.1326
O 1.229 -0.878 -2.953 -0.0740
O 0.058 1.988 0.079 -0.1888
C -0.379 2.513 1.339 -0.2112
C -1.102 3.932 1.024 -0.4056
Cl -1.884 3.737 -0.689 0.4658
C -0.144 5.259 0.905 -0.5903
C 0.983 5.445 2.069 -0.1040
Cl 0.499 5.574 -0.845 0.5115
C -1.321 1.335 2.060 -0.3069
C -2.738 1.870 2.700 -0.1078
C -2.572 2.497 4.242 -0.1482
C -1.481 3.696 4.380 -0.2328
O -1.424 4.056 5.836 -0.1302
C -1.694 0.086 1.069 -0.1174
C -2.354 -1.238 1.853 -0.1802
C -1.811 -2.671 1.262 -0.1909
C -1.106 -3.620 2.428 -0.2083
C -0.140 -4.803 1.832 -0.2173
C 0.968 -4.301 0.729 -0.2045
C 0.573 -4.967 -0.729 -0.2189
C 0.541 -3.859 -1.946 -0.2265
C -0.064 -4.623 -3.283 -0.1937
C 0.973 -4.391 -4.533 -0.1701
C 0.166 -4.161 -5.953 -0.2249
O -0.903 -3.150 -5.887 -0.2704
C -0.730 -2.125 -6.964 -0.1252
O -0.601 0.821 3.274 -0.2036
C 0.585 0.050 2.946 -0.0843
H 4.502 6.082 -0.089 0.0877
H 3.553 1.606 0.394 0.1500
H 2.527 2.391 1.750 0.1210
H 0.739 3.169 -2.323 0.0136
H 3.877 2.205 -2.353 0.1112
H 2.525 1.862 -3.832 0.0920
H 2.815 0.029 -0.930 0.1439
H 1.469 -0.460 0.352 0.1048
H -0.413 -0.293 -1.619 0.1235
H 0.430 2.725 2.164 0.1457
H -1.978 4.268 1.711 0.1150
H -0.879 6.193 1.055 0.1343
H 0.433 5.767 3.070 0.1119
H 1.647 4.517 2.306 0.0724
H 1.636 6.397 1.763 0.1162
H -3.341 2.613 1.983 0.1180
H -3.538 1.000 2.880 0.1365
H -3.643 2.939 4.507 0.1383
H -2.387 1.611 5.019 0.1432
H -1.837 4.701 3.843 0.1328
H -0.394 3.375 4.087 0.1160
H -1.040 3.281 6.345 0.1118
H -2.436 0.434 0.201 0.1352
H -0.751 -0.415 0.535 0.0774
H -2.205 -1.210 3.011 0.1197
H -3.531 -1.148 1.675 0.1196
H -1.156 -2.544 0.298 0.0783
H -2.780 -3.274 0.919 0.1279
H -0.515 -3.003 3.228 0.0987
H -1.994 -4.175 3.002 0.1284
H -0.852 -5.668 1.421 0.1192
H 0.482 -5.324 2.707 0.1214
H 2.076 -4.646 1.002 0.1212
H 0.976 -3.117 0.631 0.0871
H -0.502 -5.480 -0.726 0.1164
H 1.345 -5.823 -1.021 0.1286
H -0.234 -2.996 -1.694 0.0836
H 1.610 -3.370 -2.153 0.1138
H -1.157 -4.251 -3.531 0.1194
H -0.142 -5.765 -3.035 0.1086
H 1.630 -3.440 -4.348 0.0989
H 1.689 -5.317 -4.603 0.1254
H 0.992 -3.820 -6.739 0.1276
H -0.284 -5.204 -6.274 0.1373
H -1.493 -1.242 -6.741 0.0924
H -0.914 -2.596 -8.035 0.1102
H 0.351 -1.671 -6.985 0.0913
H 1.380 0.571 2.266 0.0751
H 0.377 -1.048 2.525 0.1022
H 1.149 -0.151 3.981 0.1390
Ca -1.890 4.018 -3.207 1.5376
```

Results
HOMO level   -12.74 eV
DFT total energy   -3107.8245 Ha
Net charge   +2

***

Record 2
Here is C29H50GaP2 as an isolated structure at a distorted geometry from OMol25. Energies are from ωB97M-V/def2-TZVPD.

Geometry as XYZ:
```
82
Properties=species:S:1:pos:R:3:lowdin_charge:R:1
Ga 2.547 1.261 -1.545 0.6181
C -2.215 -1.507 3.098 -0.2103
C -1.910 -2.608 2.252 -0.1861
C 0.065 -1.548 2.767 -0.1780
C -0.996 -0.831 3.403 -0.1752
C -0.503 -2.656 2.087 -0.2341
C -3.538 -1.247 3.693 -0.0489
H -4.299 -1.167 2.906 0.0740
H -3.540 -0.326 4.286 0.0666
H -3.845 -2.070 4.363 0.0960
C -0.901 0.359 4.272 -0.0374
H -1.893 0.617 4.672 0.0690
H -0.535 1.259 3.752 0.0748
H -0.247 0.190 5.144 0.0941
C 1.505 -1.268 2.807 -0.0454
H 1.793 -1.000 3.830 0.0851
H 1.748 -0.453 2.112 0.0659
H 2.117 -2.125 2.500 0.0808
C 0.254 -3.743 1.432 -0.0493
H 0.070 -4.722 1.906 0.0905
H 1.332 -3.560 1.490 0.0604
H -0.007 -3.837 0.369 0.0695
C -2.855 -3.557 1.640 -0.0178
H -2.655 -4.582 1.989 0.0985
H -2.764 -3.568 0.539 0.0847
H -3.888 -3.298 1.902 0.0787
C -2.655 1.403 0.032 -0.0972
C -3.937 1.045 -0.002 -0.1146
C -4.432 -0.246 -0.591 -0.1674
C -3.897 -0.552 -2.017 -0.1944
C -2.859 -1.637 -2.125 -0.0960
C -1.611 -1.549 -1.623 -0.1270
C -1.061 -0.438 -0.783 -0.1773
C -1.628 0.991 -1.015 -0.2373
H -5.525 -0.141 -0.648 0.1075
H -3.588 0.385 -2.499 0.0951
H -4.206 -1.090 0.089 0.1136
H -1.986 1.111 -2.037 0.0534
H -2.267 2.008 0.872 0.1095
H -4.706 1.671 0.488 0.1105
H -0.763 1.674 -0.985 0.0539
H -1.196 -0.667 0.303 0.1167
H -0.933 -2.403 -1.736 0.0911
H 0.038 -0.349 -0.936 0.0668
H -4.760 -0.873 -2.610 0.1066
H -3.167 -2.559 -2.634 0.1073
P 0.277 1.675 -3.545 0.8140
C -0.219 3.153 -4.537 -0.2681
C -0.753 0.481 -4.562 -0.2519
P 2.839 0.160 -3.451 0.6904
C 1.882 1.370 -4.456 -0.5691
C 1.960 -1.461 -3.606 -0.2229
C 4.218 -0.201 -4.594 -0.2264
H 0.554 3.927 -4.452 0.0456
H -1.171 3.539 -4.149 0.0512
H -0.339 2.868 -5.590 0.0476
H -0.642 0.765 -5.615 0.0419
H -1.807 0.575 -4.281 0.0397
H -0.432 -0.555 -4.421 0.0199
H 3.815 -0.123 -5.615 0.0642
H 4.582 -1.216 -4.398 0.0558
H 5.026 0.529 -4.444 0.0599
H 2.427 2.328 -4.441 0.0600
H 1.713 1.023 -5.489 0.0756
H 2.710 -2.239 -3.417 0.0588
H 1.573 -1.577 -4.638 0.0720
H 1.142 -1.580 -2.885 0.0270
C 4.804 2.145 3.443 -0.0436
C 3.437 2.329 2.772 -0.6182
C 2.541 1.347 3.524 -0.0908
C 2.885 3.735 2.958 -0.0403
C 3.427 1.921 1.360 -0.0782
C 3.168 1.532 0.223 -0.1609
H 4.798 2.491 4.478 0.0931
H 5.608 2.670 2.899 0.0957
H 5.013 1.068 3.459 0.0891
H 2.427 1.674 4.564 0.1103
H 1.549 1.243 3.080 0.0666
H 3.042 0.381 3.544 0.0650
H 3.550 4.499 2.524 0.0954
H 1.886 3.819 2.510 0.0932
H 2.812 3.916 4.040 0.0932
```

Results
HOMO level (alpha / beta)   -9.01 / -8.91 eV
DFT total energy   -3742.0153 Ha
ΔE to the lowest compared entry with this formula, charge and spin   0.00 kJ/mol
Net charge   +1

***

Record 3
Here is a 3-piece molecular cluster, C29H50N2O2S overall at a distorted geometry from OMol25. Energies are from ωB97M-V/def2-TZVPD.

Geometry as XYZ:
```
84
Properties=species:S:1:pos:R:3:lowdin_charge:R:1
C -2.922 -0.069 0.679 0.0064
C -2.268 0.390 -0.386 -0.1548
C -0.899 1.067 -0.320 -0.1331
C 0.123 0.281 0.476 -0.2439
C 0.310 0.554 1.861 -0.0724
N 1.152 -0.047 2.660 0.1586
C 1.888 -0.976 1.977 -0.2126
C 2.882 -1.686 2.696 -0.0022
C 3.694 -2.598 2.131 -0.0296
C 3.538 -2.910 0.739 -0.1873
C 4.495 -3.949 0.178 -0.1298
C 5.673 -3.394 -0.704 -0.1503
C 5.781 -1.862 -0.821 -0.4162
C 6.481 -1.209 0.394 -0.0651
C 6.708 -1.557 -2.043 -0.0844
C 2.564 -2.282 0.010 -0.1576
S 2.261 -2.662 -1.716 0.6661
C 2.708 -1.278 -2.797 -0.1095
O 0.842 -2.845 -1.901 -0.3280
O 2.952 -3.841 -2.186 -0.3150
C 1.736 -1.280 0.626 -0.1678
N 0.811 -0.640 -0.149 0.1922
H -2.760 0.329 1.683 0.0601
H -3.639 -0.881 0.551 0.0577
H -2.732 0.310 -1.373 0.0858
H -0.498 1.146 -1.339 0.1119
H -0.995 2.089 0.080 0.1162
H -0.319 1.334 2.304 0.1093
H 3.021 -1.463 3.756 0.1238
H 4.466 -3.104 2.704 0.1227
H 4.943 -4.474 1.034 0.1075
H 3.976 -4.725 -0.391 0.1033
H 5.666 -3.876 -1.688 0.1042
H 6.609 -3.728 -0.226 0.1136
H 4.840 -1.353 -1.041 0.0860
H 6.745 -0.175 0.126 0.0798
H 7.422 -1.725 0.628 0.0832
H 5.833 -1.191 1.279 0.0639
H 6.544 -0.495 -2.298 0.0761
H 6.413 -2.120 -2.937 0.0765
H 7.772 -1.648 -1.796 0.0792
H 3.657 -0.855 -2.453 0.0437
H 1.912 -0.538 -2.672 0.0558
H 2.779 -1.699 -3.801 0.0764
C -1.734 3.883 7.778 -0.1122
C -1.771 5.048 6.793 -0.2704
C -2.314 4.655 5.419 -0.2296
C -1.484 3.606 4.676 -0.2345
C -0.023 3.988 4.440 -0.2682
C 0.135 5.229 3.567 -0.1089
H -1.082 3.081 7.431 0.0647
H -1.358 4.214 8.747 0.0689
H -2.734 3.471 7.927 0.0749
H -0.771 5.481 6.699 0.0978
H -2.407 5.836 7.205 0.1039
H -2.401 5.555 4.804 0.1001
H -3.334 4.275 5.535 0.1095
H -1.963 3.407 3.710 0.1034
H -1.518 2.660 5.225 0.1008
H 0.481 3.148 3.951 0.0900
H 0.492 4.140 5.391 0.1002
H -0.326 5.077 2.589 0.0722
H 1.192 5.451 3.408 0.0697
H -0.318 6.109 4.027 0.0652
C -3.906 -2.456 -3.241 -0.1033
C -3.548 -1.552 -4.416 -0.2674
C -4.519 -0.385 -4.594 -0.2317
C -5.962 -0.788 -4.903 -0.2305
C -6.136 -1.652 -6.152 -0.2709
C -5.696 -0.949 -7.433 -0.1136
H -4.888 -2.916 -3.368 0.0659
H -3.176 -3.260 -3.143 0.0740
H -3.913 -1.888 -2.307 0.0601
H -3.493 -2.146 -5.332 0.0986
H -2.544 -1.148 -4.254 0.1025
H -4.144 0.268 -5.388 0.0996
H -4.515 0.223 -3.683 0.1019
H -6.561 0.122 -5.013 0.1085
H -6.383 -1.319 -4.045 0.1000
H -7.191 -1.921 -6.244 0.1035
H -5.590 -2.593 -6.044 0.0981
H -6.269 -0.032 -7.588 0.0741
H -5.857 -1.595 -8.297 0.0685
H -4.636 -0.691 -7.410 0.0642
```

Results
SMILES   C=CCc1cnc2ccc(CCC(C)C)c(S(C)(=O)=O)c2n1.CCCCCC.CCCCCC
HOMO level   -9.51 eV
DFT total energy   -1793.1129 Ha
ΔE to the lowest compared entry with this formula, charge and spin   0.00 kJ/mol
Net charge   0

***

Record 4
Here is an isolated ion of composition C29H50N5O3S and charge +1 at a distorted geometry from OMol25. Energies are from ωB97M-V/def2-TZVPD.

Geometry as XYZ:
```
88
Properties=species:S:1:pos:R:3:lowdin_charge:R:1
C -0.619 1.492 -3.358 0.1059
C -0.247 2.669 -2.899 -0.0974
N 0.831 2.858 -1.972 -0.0423
O 2.067 3.162 -2.503 0.0893
C 0.675 2.786 -0.671 -0.2344
N 1.713 3.017 0.180 0.0821
C 2.799 2.010 0.104 -0.1972
O 2.585 0.834 0.824 -0.1091
C 2.588 -0.304 -0.049 -0.2286
C 2.555 -1.596 0.754 -0.0522
C 1.150 3.375 1.534 -0.7319
S 2.479 3.498 2.804 0.9352
N 0.427 4.667 1.452 0.1107
C 1.036 5.794 1.480 -0.4165
C 2.162 6.231 0.590 -0.0252
C 0.565 6.823 2.452 -0.0167
O 0.281 2.469 2.070 -0.0446
C -0.673 1.965 1.135 -0.4230
C -0.529 0.443 1.122 -0.0713
C -0.421 -0.175 2.293 0.0914
C -2.073 2.288 1.693 -0.0973
C -3.228 2.130 0.704 -0.1801
C -3.645 0.677 0.442 -0.1861
C -3.020 0.093 -0.823 -0.2031
C -2.812 -1.425 -0.702 -0.2084
C -2.878 -2.165 -2.029 -0.1836
C -1.596 -2.090 -2.893 -0.1849
C -0.301 -1.916 -2.104 -0.2300
C 0.085 -3.140 -1.248 -0.1835
C 1.442 -3.728 -1.635 -0.2034
C 1.661 -5.139 -1.094 -0.1635
C 1.839 -5.212 0.441 -0.1149
N 0.552 -5.404 1.085 -0.1135
C -0.147 -4.498 1.824 -0.1413
C -1.349 -4.997 2.249 -0.0769
C -1.369 -6.338 1.738 -0.0930
C -0.211 -6.548 1.044 -0.1051
N -0.599 2.550 -0.198 0.1834
H -0.086 0.600 -3.060 0.0660
H -1.467 1.432 -4.019 0.0894
H -0.780 3.565 -3.188 0.1270
H 2.345 3.985 -2.066 0.1289
H 2.920 1.739 -0.944 0.1196
H 3.753 2.432 0.408 0.1291
H 1.691 -0.258 -0.674 0.1024
H 3.491 -0.327 -0.662 0.1300
H 3.041 -2.359 0.148 0.0602
H 3.156 -1.473 1.652 0.1017
H 1.545 -1.896 1.004 0.0332
H 3.468 4.079 2.107 -0.1165
H 3.108 6.289 1.137 0.0901
H 1.996 7.228 0.195 0.0924
H 2.341 5.539 -0.228 0.0541
H 0.539 7.823 2.024 0.0858
H -0.391 6.530 2.869 0.0883
H 1.321 6.824 3.243 0.1038
H -0.555 -0.113 0.191 0.0742
H 0.044 -1.142 2.403 0.0553
H -0.833 0.243 3.202 0.0858
H -2.300 1.684 2.565 0.1208
H -2.067 3.324 2.040 0.1242
H -4.086 2.607 1.178 0.1150
H -3.089 2.671 -0.233 0.1063
H -3.391 0.055 1.301 0.1117
H -4.730 0.654 0.358 0.1167
H -2.040 0.547 -1.000 0.0679
H -3.660 0.273 -1.686 0.1179
H -3.658 -1.783 -0.108 0.1185
H -1.929 -1.666 -0.110 0.0892
H -3.690 -1.729 -2.611 0.1067
H -3.134 -3.212 -1.878 0.1090
H -1.534 -3.022 -3.456 0.1144
H -1.665 -1.282 -3.624 0.0909
H 0.514 -1.735 -2.811 0.1063
H -0.356 -1.020 -1.478 0.0515
H -0.694 -3.898 -1.305 0.1267
H 0.202 -2.783 -0.225 0.0682
H 1.475 -3.802 -2.726 0.1158
H 2.262 -3.074 -1.330 0.0835
H 0.838 -5.788 -1.385 0.1115
H 2.578 -5.535 -1.533 0.1112
H 2.460 -6.077 0.657 0.1234
H 2.301 -4.303 0.815 0.1040
H 0.260 -3.510 1.980 0.0891
H -2.092 -4.478 2.823 0.0876
H -2.188 -7.021 1.880 0.0913
H 0.090 -7.448 0.540 0.1180
H -1.094 3.442 -0.215 0.1629
```

Results
SMILES   C=CN(O)C1=[N+](COCC)[C@@](S)(N=C(C)C)O[C@@](C=C)(CCCCCCCCCCCCn2cccc2)N1
HOMO level   -9.91 eV
DFT total energy   -2032.2571 Ha
Net charge   +1

***

Record 5
Here is C29H50N7O6PSSm as an isolated structure at a distorted geometry from OMol25. Energies are from ωB97M-V/def2-TZVPD.

Geometry as XYZ:
```
95
Properties=species:S:1:pos:R:3:lowdin_spin:R:1
Sm 0.976 0.208 0.595 5.0789
N -0.242 -1.768 2.293 -0.0024
N 0.637 -2.199 3.323 0.0001
C 1.886 -1.771 3.330 -0.0010
N 2.781 -2.159 4.229 -0.0001
N 2.115 -0.868 2.338 -0.0104
N 3.330 -0.518 1.925 0.0007
O 4.367 -0.940 2.349 0.0009
O 3.250 0.327 0.975 -0.0079
H -1.179 -1.921 2.699 0.0001
H -0.191 -2.513 1.590 0.0001
H 0.231 -2.758 4.066 0.0000
H 2.545 -2.842 4.930 -0.0001
H 3.744 -1.874 4.118 0.0000
N 0.729 2.097 2.563 -0.0044
C -0.474 1.449 2.999 -0.0013
C -0.527 0.851 4.252 0.0003
C -1.566 -0.005 4.551 -0.0004
C -2.537 -0.288 3.591 -0.0001
C -2.559 0.419 2.403 0.0002
C -1.527 1.307 2.105 -0.0006
S -3.445 -1.816 3.771 0.0000
O -4.294 -1.891 2.600 0.0000
O -2.297 -2.758 3.691 -0.0002
O -4.073 -1.793 5.063 0.0000
H 0.542 2.976 2.086 0.0001
H 1.354 2.284 3.340 0.0001
H 0.263 1.032 4.975 0.0000
H -1.601 -0.519 5.504 0.0000
H -3.342 0.215 1.684 0.0000
H -1.510 1.839 1.158 0.0002
C 2.598 0.568 -2.320 -0.0004
C 1.651 1.448 -3.151 -0.0001
C 2.499 2.297 -4.106 0.0000
C 0.818 0.457 -3.986 0.0001
P 0.471 2.389 -2.025 -0.0062
N -0.035 1.453 -0.853 -0.0391
C 1.361 3.886 -1.302 0.0000
C 0.537 4.433 -0.110 0.0001
C 2.709 3.409 -0.737 0.0006
C 1.642 5.043 -2.270 0.0000
C -1.000 2.979 -3.034 -0.0026
C -0.700 3.602 -4.402 -0.0007
C -1.770 4.006 -2.189 -0.0001
C -1.964 1.791 -3.225 -0.0001
H 3.141 -0.093 -2.999 -0.0001
H 2.029 -0.103 -1.674 -0.0007
H 3.333 1.114 -1.735 0.0001
H 3.017 1.628 -4.797 0.0000
H 3.264 2.873 -3.588 0.0000
H 1.905 2.981 -4.705 0.0000
H 1.502 -0.250 -4.462 0.0000
H 0.257 0.944 -4.778 0.0000
H 0.121 -0.110 -3.368 0.0001
H 1.217 4.727 0.695 0.0000
H -0.172 3.701 0.274 0.0001
H -0.025 5.323 -0.381 0.0000
H 2.602 2.549 -0.067 0.0002
H 3.153 4.215 -0.150 0.0000
H 3.422 3.142 -1.512 0.0000
H 0.730 5.533 -2.601 0.0000
H 2.204 4.740 -3.149 0.0000
H 2.237 5.797 -1.749 0.0000
H -0.043 4.468 -4.350 0.0000
H -1.644 3.941 -4.836 -0.0002
H -0.269 2.890 -5.103 0.0000
H -1.233 4.939 -2.047 0.0000
H -2.040 3.602 -1.212 0.0000
H -2.696 4.245 -2.716 0.0000
H -1.690 1.158 -4.064 0.0000
H -2.959 2.191 -3.432 0.0000
H -2.027 1.178 -2.325 0.0000
C -3.642 -5.504 1.882 0.0001
C -2.471 -4.988 1.110 0.0003
C -2.562 -3.755 0.459 -0.0001
C -1.468 -3.179 -0.147 0.0002
C -1.645 -1.832 -0.791 0.0000
C -0.225 -3.870 -0.113 0.0000
C 1.022 -3.225 -0.437 0.0004
O 1.217 -2.001 -0.385 -0.0051
C -0.150 -5.176 0.430 0.0002
C 1.118 -5.997 0.411 0.0000
C -1.274 -5.698 1.045 -0.0001
H -3.745 -4.906 2.791 0.0000
H -3.518 -6.549 2.159 0.0000
H -4.565 -5.387 1.317 0.0000
H -3.500 -3.214 0.487 0.0000
H -2.680 -1.709 -1.108 0.0000
H -0.994 -1.673 -1.650 0.0001
H -1.462 -1.021 -0.084 -0.0002
H 1.886 -3.860 -0.663 0.0000
H 1.916 -5.549 1.007 0.0000
H 1.499 -6.134 -0.602 0.0000
H 0.922 -6.984 0.823 0.0000
H -1.217 -6.677 1.504 0.0000
```

Results
HOMO level (alpha / beta)   -10.99 / -11.02 eV
DFT total energy   -3367.0657 Ha
Expectation value of S²   8.765
ΔE to the lowest compared entry with this formula, charge and spin   0.00 kJ/mol
Net charge   +1
2S+1   6